10
Properties=species:S:1:pos:R:3:forces:R:3 method="wB97M-V/def2-TZVPD" lumo_energy_ev=0.482 e_above_lowest_kcal_mol=19.3 smiles=CC(C#N)C#N orbital_gap_ev=12.66 total_energy_ha=-264.29575 e_homo_ha=-0.44768 multiplicity=1
C -0.92515 -0.57515 0.01855 -0.1 -0.2 0.0
C 0.40626 0.16251 0.26692 -0.1 0.0 0.1
C 1.58974 -0.52480 -0.27768 0.7 -0.4 -0.3
N 2.50967 -1.15862 -0.57499 -1.0 0.7 0.2
C 0.09639 1.52101 -0.20290 -0.5 0.9 -0.1
N -0.50814 2.47695 -0.44205 1.0 -0.6 0.1
H -1.67884 -0.02789 0.58942 0.0 -0.3 0.0
H -0.87842 -1.62352 0.31355 0.0 0.1 0.0
H -1.20470 -0.49648 -1.03461 0.1 -0.1 0.1
H 0.59319 0.24600 1.34379 -0.1 -0.1 -0.1